# 1
Entry from OMol25: a structure of composition C23H30KN3O3S2Sb2 in a non-equilibrium geometry (the ωB97M-V functional and the def2-TZVPD basis).

Element x y z (Å)
K 0.13 -1.43 0.00
C -2.47 3.20 -0.43
Sb -1.26 1.54 -1.02
C -1.93 1.65 -3.08
C 0.49 2.81 -1.32
C 1.39 2.52 -2.49
C 1.07 3.12 -3.72
C 1.87 2.98 -4.84
C 3.05 2.25 -4.75
C 3.37 1.65 -3.55
C 2.56 1.75 -2.42
C 2.98 1.01 -1.18
Sb 2.97 -1.17 -1.38
C 4.84 -1.39 -2.40
C 1.71 -1.25 -3.12
H -2.39 3.97 -1.20
H -2.12 3.58 0.53
H -3.51 2.89 -0.33
H -1.98 2.69 -3.40
H -2.93 1.21 -3.16
H -1.26 1.10 -3.74
H 1.02 2.81 -0.37
H 0.05 3.80 -1.45
H 0.17 3.72 -3.78
H 1.58 3.46 -5.77
H 3.70 2.16 -5.61
H 4.29 1.08 -3.47
H 2.37 1.25 -0.30
H 4.02 1.25 -0.93
H 4.72 -1.20 -3.47
H 5.21 -2.40 -2.26
H 5.57 -0.69 -1.99
H 2.20 -0.77 -3.97
H 0.77 -0.73 -2.93
H 1.49 -2.29 -3.36
O -0.63 2.09 2.18
S -1.42 0.91 2.49
O -2.83 0.99 2.23
N -0.77 -0.40 1.79
C -0.19 -1.20 2.70
O 0.46 -2.22 2.41
C -0.41 -0.75 4.12
C -0.01 -1.38 5.29
C -0.35 -0.79 6.50
C -1.06 0.41 6.53
C -1.45 1.05 5.36
C -1.11 0.43 4.17
H 0.54 -2.31 5.24
H -0.06 -1.26 7.43
H -1.31 0.86 7.49
H -2.00 1.98 5.38
C -1.25 -4.82 1.65
N -2.18 -3.75 1.30
C -3.03 -3.12 2.20
C -3.69 -2.16 1.52
N -3.24 -2.24 0.22
C -2.29 -3.20 0.07
S -1.42 -3.57 -1.34
H -1.77 -5.56 2.25
H -0.41 -4.40 2.20
H -0.90 -5.27 0.73
H -3.07 -3.40 3.24
H -4.40 -1.43 1.85
H -3.49 -1.62 -0.54

ΔE to the lowest compared entry with this formula, charge and spin   25.7 kcal per mole
DFT total energy   -3161.23757 hartree
HOMO-LUMO gap   0.305 Eh
LUMO level   0.3 eV

# 2
Entry from OMol25: the molecule C23H30N2O3S2 in a non-equilibrium geometry (the ωB97M-V functional and the def2-TZVPD basis).

Element x y z (Å)
C 1.69 1.49 -4.44
C 0.44 1.46 -3.62
C -0.31 0.30 -3.49
C -1.47 0.27 -2.74
C -1.92 1.42 -2.11
N -3.11 1.43 -1.39
S -3.77 0.18 -0.51
O -5.05 0.67 -0.08
O -3.72 -1.03 -1.27
C -2.74 0.00 0.95
C -1.63 0.79 1.14
C -0.87 0.68 2.30
C 0.33 1.56 2.42
O 0.43 2.60 1.80
N 1.29 1.11 3.27
C 2.60 1.72 3.33
C 3.56 1.11 2.30
S 3.41 -0.72 2.25
C 2.26 -0.92 0.82
C 1.27 -2.04 1.09
C 0.32 -2.19 -0.09
C 1.10 -2.47 -1.37
C 2.11 -1.36 -1.64
C 3.06 -1.20 -0.45
C -1.26 -0.23 3.27
C -2.37 -1.03 3.07
C -3.13 -0.94 1.91
C -4.33 -1.79 1.68
C -1.17 2.59 -2.23
C -0.01 2.61 -2.98
H 2.53 1.88 -3.85
H 1.57 2.15 -5.30
H 1.95 0.50 -4.80
H 0.01 -0.60 -3.99
H -2.05 -0.64 -2.65
H -3.41 2.32 -1.03
H -1.32 1.51 0.40
H 1.26 0.15 3.57
H 2.49 2.79 3.13
H 2.99 1.57 4.34
H 4.59 1.34 2.56
H 3.34 1.48 1.30
H 1.72 0.02 0.72
H 0.71 -1.83 2.00
H 1.82 -2.98 1.24
H -0.39 -2.99 0.10
H -0.25 -1.26 -0.21
H 0.41 -2.55 -2.21
H 1.62 -3.42 -1.28
H 2.68 -1.57 -2.54
H 1.58 -0.42 -1.79
H 3.77 -0.39 -0.64
H 3.63 -2.12 -0.31
H -0.72 -0.31 4.21
H -2.67 -1.73 3.84
H -4.49 -2.47 2.51
H -4.22 -2.35 0.76
H -5.21 -1.15 1.57
H -1.51 3.50 -1.74
H 0.55 3.52 -3.06

SMILES string   Cc1ccc(NS(=O)(=O)c2cc(C(=O)NCCSC3CCCCC3)ccc2C)cc1
ΔE to the lowest compared entry with this formula, charge and spin   0.0 kcal per mole
DFT total energy   -2026.08209 hartree
HOMO-LUMO gap   0.326 Eh
LUMO level   0.3 eV

# 3
Entry from OMol25: a structure of composition C23H30N6O4RhS (the ωB97M-V functional and the def2-TZVPD basis).

Element x y z (Å)
Rh 0.13 0.76 -0.44
N -0.58 -7.85 -0.84
C -0.67 -6.50 -0.99
C -0.31 -5.89 -2.20
C -0.43 -4.53 -2.36
C -0.92 -3.75 -1.32
C -1.29 -4.34 -0.11
C -1.16 -5.70 0.05
S -1.08 -2.04 -1.53
O -2.16 -1.56 -0.70
O -1.11 -1.76 -2.95
N 0.24 -1.29 -0.90
C 1.46 -1.27 -1.57
N 1.93 -2.29 -2.26
C 3.14 -2.12 -2.79
C 3.87 -0.95 -2.65
C 3.28 0.06 -1.91
N 2.08 -0.09 -1.38
H -0.12 -8.41 -1.54
H -0.72 -8.27 0.06
H 0.06 -6.50 -3.01
H -0.15 -4.06 -3.29
H -1.69 -3.73 0.69
H -1.46 -6.16 0.98
H 3.53 -2.95 -3.36
H 4.85 -0.83 -3.09
H 3.77 1.02 -1.75
N -1.58 1.05 -3.61
C -1.11 2.12 -2.98
N -1.58 3.34 -3.34
O -0.24 2.06 -2.08
H -2.31 1.13 -4.30
H -1.25 0.11 -3.39
H -2.10 3.47 -4.19
H -1.10 4.13 -2.96
C 3.01 2.78 1.38
C 2.41 2.84 2.79
C 2.61 1.54 3.56
C 0.97 3.28 2.76
C 0.59 4.52 3.23
C -0.75 4.92 3.20
C -1.76 4.08 2.71
C -1.47 2.84 2.20
C -2.59 1.91 1.79
C -2.67 1.65 0.29
C -2.56 0.59 2.57
C -0.06 2.44 2.16
O 0.31 1.35 1.64
H 4.06 2.51 1.45
H 2.93 3.73 0.87
H 2.52 2.01 0.78
H 2.93 3.63 3.34
H 2.15 0.69 3.05
H 2.21 1.60 4.57
H 3.68 1.34 3.64
H 1.34 5.18 3.64
H -1.02 5.90 3.59
H -2.79 4.40 2.76
H -3.50 2.43 2.07
H -1.80 1.07 -0.05
H -2.73 2.57 -0.29
H -3.52 1.01 0.05
H -1.71 -0.03 2.29
H -3.47 0.03 2.36
H -2.52 0.77 3.65

Spin multiplicity   5
ΔE to the lowest compared entry with this formula, charge and spin   0.0 kcal per mole
DFT total energy   -2032.45738 hartree
HOMO-LUMO gap (spin up / spin down)   0.301 / 0.179 Eh
Net charge   +1
LUMO level (spin up / spin down)   -1.9 / -5.3 eV

# 4
Entry from OMol25: a structure of composition C23H31AlCl2N4O3 in a non-equilibrium geometry (the ωB97M-V functional and the def2-TZVPD basis).

Element x y z (Å)
O 1.51 -0.86 -2.14
C 1.48 -1.83 -1.35
C 0.63 -3.05 -1.36
C -0.75 -3.05 -1.64
H -1.35 -2.19 -1.31
C -1.32 -4.09 -2.37
H -2.36 -4.03 -2.69
C -0.54 -5.22 -2.68
H -0.96 -6.04 -3.26
C 0.79 -5.31 -2.23
H 1.40 -6.19 -2.44
C 1.38 -4.22 -1.58
H 2.43 -4.25 -1.24
H 2.27 -2.05 -0.39
C 1.97 -1.01 1.93
C 0.61 -1.38 1.74
H 2.24 -1.95 2.36
H 2.21 -0.30 2.68
H 2.65 -0.84 1.11
C 0.09 -2.60 1.72
C 0.31 -3.34 2.97
H -0.39 -3.18 0.95
H 0.77 -4.30 2.71
H -0.62 -3.60 3.45
H 0.92 -2.87 3.73
Al -0.52 -0.02 2.05
Cl -1.82 -0.52 0.25
Cl -0.99 -0.53 4.07
H -0.94 0.07 -5.09
H -2.75 1.50 -4.08
C -0.77 -0.32 -4.07
C -2.47 1.16 -3.07
N -1.14 0.64 -3.05
H 0.29 -0.60 -3.95
C -0.16 1.32 -2.36
O -0.34 2.05 -1.37
H -2.54 1.99 -2.37
H 0.87 1.05 -2.68
H -1.39 -1.23 -3.96
H -3.16 0.37 -2.78
H 2.95 4.12 2.07
H 3.96 3.94 -0.27
C 2.96 3.03 2.11
C 3.88 2.86 -0.16
N 2.82 2.52 0.76
H 2.17 2.67 2.75
C 1.91 1.61 0.42
O 1.09 1.16 1.26
H 3.73 2.43 -1.15
H 1.81 1.34 -0.65
H 3.94 2.75 2.50
H 4.85 2.54 0.22
N -4.88 4.91 -0.40
C -4.18 4.32 0.34
C -3.31 3.65 1.28
C -3.36 3.98 2.65
C -2.48 3.36 3.52
C -1.58 2.43 2.99
N -1.68 1.95 1.75
C -2.46 2.61 0.86
H -4.05 4.74 3.00
H -2.43 3.58 4.58
H -0.81 1.98 3.61
H -2.37 2.35 -0.20

ΔE to the lowest compared entry with this formula, charge and spin   94.4 kcal per mole
DFT total energy   -2502.50521 hartree
HOMO-LUMO gap (spin up / spin down)   0.212 / 0.204 Eh
LUMO level (spin up / spin down)   -0.2 / -0.2 eV

# 5
Entry from OMol25: a structure of composition C23H31AsIN7NdO3 in a non-equilibrium geometry (the ωB97M-V functional and the def2-TZVPD basis).

Element x y z (Å)
Nd -7.45 -16.74 1.02
C -7.60 -11.65 0.38
C -6.31 -12.32 0.12
N -5.29 -11.54 -0.18
C -4.17 -12.04 -0.81
C -3.94 -13.36 -0.90
C -2.73 -13.91 -1.74
O -3.11 -15.02 -2.50
C -4.81 -14.28 -0.21
C -4.38 -15.64 0.05
N -5.15 -16.74 0.24
C -4.72 -18.00 -0.07
C -4.24 -18.33 -1.37
C -4.00 -19.66 -1.61
C -4.18 -20.72 -0.68
C -4.68 -20.38 0.58
C -4.87 -19.04 0.94
I -5.35 -18.48 2.96
C -6.06 -13.76 0.18
O -7.01 -14.48 0.72
H -7.51 -10.65 -0.05
H -7.90 -11.59 1.47
H -8.39 -12.21 -0.12
H -3.45 -11.27 -1.15
H -1.85 -14.07 -1.09
H -2.56 -13.01 -2.40
H -2.40 -15.27 -3.11
H -3.32 -15.76 0.00
H -4.06 -17.54 -2.10
H -3.50 -19.97 -2.56
H -3.94 -21.77 -0.89
H -4.89 -21.15 1.29
N -10.12 -17.01 1.55
C -10.37 -16.79 2.96
C -9.56 -15.77 3.74
N -8.09 -15.92 3.58
H -10.45 -16.20 0.98
H -10.64 -17.79 1.22
H -10.22 -17.81 3.36
H -11.43 -16.47 3.12
H -9.96 -15.92 4.71
H -9.90 -14.78 3.41
H -7.72 -16.76 4.03
H -7.62 -15.08 3.93
C -12.15 -13.36 -1.86
As -12.31 -12.81 0.09
C -14.16 -12.18 0.36
C -11.44 -11.18 -0.54
H -12.91 -12.80 -2.36
H -12.27 -14.44 -2.14
H -11.19 -12.89 -2.20
H -14.78 -12.44 -0.52
H -14.02 -11.08 0.42
H -14.66 -12.52 1.24
H -11.95 -10.79 -1.40
H -10.43 -11.51 -0.63
H -11.45 -10.46 0.29
N -9.48 -16.56 -3.25
C -9.10 -17.08 -2.10
O -8.58 -16.38 -1.16
C -9.16 -18.53 -1.98
C -9.53 -19.30 -3.10
N -9.77 -19.89 -4.05
C -8.49 -19.05 -0.92
N -7.79 -19.14 0.06
H -9.39 -15.56 -3.32
H -9.96 -17.02 -4.04

Spin multiplicity   4
ΔE to the lowest compared entry with this formula, charge and spin   34.8 kcal per mole
DFT total energy   -4598.74203 hartree
HOMO-LUMO gap (spin up / spin down)   0.262 / 0.263 Eh
Net charge   +1
LUMO level (spin up / spin down)   -3.6 / -3.5 eV

# 6
Entry from OMol25: a structure of composition C23H31BrCl36F3N3P in a non-equilibrium geometry (the ωB97M-V functional and the def2-TZVPD basis).

Element x y z (Å)
C -0.72 -1.14 -3.41
C 0.28 -2.27 -3.45
P 2.01 -1.70 -3.24
C 2.92 -3.17 -2.66
C 3.02 -4.12 -3.86
N 1.91 -0.42 -1.98
C 2.35 -0.39 -0.75
N 3.00 -1.40 -0.17
C 3.76 -0.72 0.98
C 2.72 0.26 1.45
C 3.46 1.39 2.18
C 2.85 1.79 3.54
C 1.45 1.42 3.71
F 1.23 0.18 4.22
C 0.39 2.16 3.40
F 0.48 3.31 2.73
F -0.85 1.83 3.70
N 2.23 0.73 0.09
Br 0.32 1.04 0.32
H -0.58 -0.49 -4.26
H -1.71 -1.56 -3.40
H -0.61 -0.56 -2.51
H 0.08 -2.93 -2.61
H 0.25 -2.85 -4.36
H 3.92 -2.88 -2.39
H 2.43 -3.66 -1.83
H 2.28 -4.91 -3.75
H 2.88 -3.60 -4.79
H 4.00 -4.55 -3.85
H 1.44 0.43 -2.28
H 3.74 -1.82 -0.72
H 4.57 -0.23 0.48
H 4.05 -1.50 1.67
H 2.01 -0.32 2.02
H 3.46 2.26 1.53
H 4.49 1.11 2.31
H 2.92 2.87 3.63
H 3.45 1.37 4.34
C -2.06 3.22 -3.01
Cl -3.25 4.25 -2.24
Cl -1.07 2.33 -1.83
Cl -2.83 2.06 -4.10
H -1.40 3.85 -3.60
C -4.44 4.60 6.31
Cl -4.69 3.27 7.45
Cl -5.25 4.26 4.77
Cl -5.03 6.12 6.99
H -3.38 4.68 6.12
C -1.53 8.18 7.73
Cl -3.05 8.86 8.27
Cl -0.58 7.59 9.09
Cl -1.78 6.88 6.55
H -0.97 8.97 7.23
C -6.29 4.44 -0.03
Cl -7.62 4.32 -1.18
Cl -5.32 5.88 -0.32
Cl -6.92 4.41 1.62
H -5.64 3.58 -0.17
C -10.92 4.52 -4.23
Cl -9.49 3.83 -3.44
Cl -10.96 6.27 -4.02
Cl -10.94 4.09 -5.94
H -11.80 4.10 -3.76
C 5.48 0.74 7.03
Cl 5.15 2.11 5.97
Cl 5.45 -0.77 6.11
Cl 7.02 0.94 7.85
H 4.70 0.69 7.78
C -5.48 4.25 -6.25
Cl -4.55 5.70 -5.87
Cl -6.91 4.13 -5.23
Cl -5.91 4.22 -7.96
H -4.85 3.40 -6.05
C 3.07 -8.15 -4.38
Cl 4.24 -8.51 -5.64
Cl 3.88 -7.50 -2.95
Cl 1.83 -7.03 -4.99
H 2.58 -9.07 -4.10
C -3.19 -2.23 0.30
Cl -3.69 -0.89 -0.73
Cl -3.51 -3.78 -0.48
Cl -1.49 -2.10 0.76
H -3.78 -2.18 1.20
C -1.48 5.88 12.82
Cl -0.05 5.70 11.78
Cl -1.10 6.87 14.23
Cl -2.83 6.56 11.92
H -1.76 4.90 13.16
C 3.62 -12.35 -7.02
Cl 2.37 -11.43 -6.18
Cl 4.57 -13.30 -5.88
Cl 2.92 -13.37 -8.27
H 4.29 -11.64 -7.50
C 8.24 -8.22 -6.37
Cl 7.29 -6.88 -5.73
Cl 8.44 -9.48 -5.15
Cl 7.49 -8.87 -7.83
H 9.22 -7.85 -6.63

DFT total energy   -20840.75959 hartree
HOMO-LUMO gap   0.283 Eh
Net charge   +1
LUMO level   -4.0 eV

# 7
Entry from OMol25: a structure of composition C23H31BrIIrN2OPS4 (the ωB97M-V functional and the def2-TZVPD basis).

Element x y z (Å)
Ir -0.20 0.25 0.76
C 4.72 -1.15 3.44
C 3.23 -1.01 3.47
C 2.46 -1.38 4.57
C 1.09 -1.25 4.54
C 0.53 -0.72 3.39
Br -1.33 -0.49 3.18
N 1.23 -0.33 2.33
C 2.56 -0.48 2.37
H 5.11 -1.44 4.42
H 5.20 -0.22 3.14
H 5.02 -1.92 2.72
H 2.94 -1.79 5.45
H 0.46 -1.54 5.37
H 3.10 -0.17 1.49
O -1.85 -1.53 -5.48
C -1.56 -1.03 -4.43
S 0.12 -0.88 -3.84
C -0.30 -0.25 -2.27
C -1.60 -0.14 -1.96
S -2.15 0.51 -0.43
S -2.76 -0.62 -3.17
S 0.98 0.28 -1.20
I -3.52 -4.77 0.13
C -1.64 -3.89 0.16
C -0.49 -4.62 -0.10
C 0.73 -3.97 -0.07
C 0.76 -2.61 0.19
N -0.35 -1.91 0.44
C -1.53 -2.54 0.42
H -0.55 -5.68 -0.32
H 1.65 -4.50 -0.28
H 1.69 -2.06 0.18
H -2.40 -1.92 0.60
C 2.93 2.42 0.53
C 1.87 2.86 1.54
C 2.19 4.29 1.97
P 0.13 2.55 0.97
C -0.92 3.34 2.27
C -0.52 2.99 3.70
C -2.40 3.06 2.00
C -0.04 3.66 -0.53
C -0.34 5.12 -0.17
C -1.01 3.24 -1.63
H 3.92 2.52 0.98
H 2.92 3.05 -0.36
H 2.81 1.40 0.19
H 1.94 2.22 2.43
H 2.27 4.95 1.11
H 3.15 4.31 2.48
H 1.45 4.72 2.66
H -0.75 4.42 2.14
H -0.72 1.95 3.94
H -1.10 3.60 4.39
H 0.54 3.19 3.90
H -2.63 2.00 2.12
H -2.70 3.35 1.00
H -3.01 3.62 2.72
H 0.97 3.60 -0.96
H -1.38 5.24 0.13
H -0.20 5.72 -1.07
H 0.29 5.54 0.60
H -2.04 3.24 -1.29
H -0.78 2.26 -2.05
H -0.93 3.97 -2.44

ΔE to the lowest compared entry with this formula, charge and spin   0.0 kcal per mole
DFT total energy   -5989.81820 hartree
HOMO-LUMO gap   0.230 Eh
Net charge   +1
LUMO level   -3.4 eV